No. 1
Formula: C55H120N6O3
Source: the Open Molecules 2025 dataset
Level of theory: ωB97M-V/def2-TZVPD

Last column: Mulliken spin population.
Geometry (Å):
N: 0.094 0.231 0.911  0.068
O: -0.548 0.519 1.953  0.208
O: 1.094 0.837 0.655  0.456
O: -0.113 -0.729 0.175  0.264
C: -1.841 0.072 -2.520  0.008
C: -1.745 -0.560 -3.933  0.000
C: -0.647 -1.742 -3.895  0.001
C: -1.293 -3.044 -3.390  -0.001
N: -0.291 -4.166 -3.150  0.000
C: -1.002 -5.442 -2.680  0.000
C: 0.148 -6.314 -2.029  0.000
C: 0.984 -5.194 -1.305  0.000
C: 0.572 -3.836 -1.920  0.004
C: 0.665 -4.443 -4.306  0.000
C: -0.016 -4.917 -5.608  0.000
C: 0.975 -4.928 -6.824  0.000
H: -0.869 0.493 -2.264  -0.005
H: -2.028 -0.660 -1.734  -0.003
H: -2.570 0.870 -2.379  0.000
H: -1.469 0.153 -4.709  0.000
H: -2.623 -0.986 -4.417  0.000
H: 0.085 -1.360 -3.183  0.001
H: -0.272 -1.952 -4.897  0.000
H: -1.983 -3.493 -4.106  0.000
H: -1.815 -2.898 -2.445  0.001
H: -1.571 -5.829 -3.525  0.000
H: -1.805 -5.101 -2.026  0.000
H: 0.545 -6.809 -2.915  0.000
H: -0.028 -7.162 -1.366  0.000
H: 2.058 -5.377 -1.270  0.000
H: 0.707 -5.174 -0.251  0.000
H: 1.374 -3.151 -2.195  0.001
H: -0.009 -3.241 -1.216  -0.001
H: 1.508 -4.991 -3.885  0.000
H: 1.154 -3.473 -4.389  0.000
H: -0.877 -4.305 -5.878  0.000
H: -0.344 -5.948 -5.475  0.000
H: 1.601 -4.037 -6.872  0.000
H: 0.429 -5.117 -7.749  0.000
H: 1.629 -5.799 -6.827  0.000
C: 3.902 1.048 4.031  0.001
C: 5.269 0.835 3.178  0.000
C: 5.242 -0.399 2.323  -0.001
C: 4.542 -0.192 0.971  0.005
N: 4.413 -1.379 -0.007  0.002
C: 3.607 -0.975 -1.269  0.041
C: 4.510 -0.143 -2.119  0.001
C: 5.936 -0.643 -1.833  0.000
C: 5.768 -1.699 -0.744  0.000
C: 4.014 -2.693 0.660  0.001
C: 2.602 -2.706 1.224  0.000
C: 2.263 -4.094 1.751  -0.002
H: 3.657 0.261 4.744  0.000
H: 3.020 1.124 3.396  -0.002
H: 4.017 2.010 4.532  0.000
H: 6.001 0.677 3.970  0.000
H: 5.532 1.797 2.738  0.000
H: 4.721 -1.187 2.867  0.000
H: 6.268 -0.746 2.199  0.000
H: 5.050 0.634 0.473  0.001
H: 3.502 0.123 1.048  -0.006
H: 3.338 -1.903 -1.772  -0.001
H: 2.721 -0.464 -0.891  -0.035
H: 4.199 -0.402 -3.131  0.000
H: 4.319 0.919 -1.965  0.000
H: 6.432 -1.106 -2.687  0.000
H: 6.686 0.065 -1.483  0.000
H: 5.652 -2.659 -1.249  0.000
H: 6.528 -1.804 0.029  0.000
H: 4.684 -2.761 1.518  0.000
H: 4.247 -3.552 0.031  0.000
H: 1.888 -2.558 0.413  -0.004
H: 2.463 -1.921 1.967  0.003
H: 2.699 -4.178 2.746  0.000
H: 2.576 -4.922 1.116  0.000
H: 1.221 -4.230 2.041  0.000
C: -5.356 3.490 4.512  0.000
C: -3.806 3.339 4.267  0.000
C: -3.216 2.237 5.127  0.000
C: -1.692 2.168 5.149  0.000
N: -1.080 0.936 5.883  0.000
C: 0.460 0.925 5.482  0.007
C: 0.939 -0.584 5.547  0.001
C: -0.358 -1.379 5.576  0.000
C: -1.499 -0.423 5.211  -0.002
C: -1.282 0.939 7.427  0.000
C: -1.113 2.249 8.100  0.000
C: -1.315 2.148 9.596  0.000
H: -5.669 4.337 3.901  0.000
H: -5.528 3.689 5.569  0.000
H: -5.905 2.618 4.155  0.000
H: -3.410 4.328 4.499  0.000
H: -3.647 3.084 3.220  0.000
H: -3.576 1.230 4.914  0.000
H: -3.469 2.374 6.179  0.000
H: -1.197 3.088 5.461  0.000
H: -1.381 1.953 4.127  -0.001
H: 1.129 1.498 6.124  0.000
H: 0.617 1.198 4.439  -0.007
H: 1.555 -0.889 6.393  0.000
H: 1.515 -0.836 4.656  0.000
H: -0.537 -1.805 6.563  0.000
H: -0.409 -2.194 4.854  0.000
H: -2.511 -0.716 5.492  0.000
H: -1.507 -0.221 4.140  0.001
H: -0.521 0.270 7.829  0.000
H: -2.256 0.489 7.620  0.000
H: -1.790 3.038 7.772  0.000
H: -0.129 2.682 7.922  0.000
H: -1.323 3.128 10.074  0.000
H: -0.590 1.467 10.042  0.000
H: -2.325 1.742 9.645  0.000
C: 0.699 9.029 -3.859  0.000
C: -0.190 7.743 -3.672  0.000
C: 0.131 6.722 -4.773  0.000
C: 1.637 6.210 -4.727  0.000
N: 2.062 4.908 -5.531  0.000
C: 1.565 4.859 -7.041  0.000
C: 2.489 5.803 -7.834  0.000
C: 3.800 5.531 -7.146  0.000
C: 3.606 4.853 -5.768  0.000
C: 1.528 3.688 -4.777  0.000
C: 2.312 3.416 -3.437  -0.001
C: 1.793 2.205 -2.671  -0.001
H: 1.736 8.695 -3.891  0.000
H: 0.557 9.712 -3.021  0.000
H: 0.571 9.616 -4.769  0.000
H: -1.217 8.074 -3.823  0.000
H: -0.265 7.315 -2.672  0.000
H: -0.096 7.132 -5.757  0.000
H: -0.621 5.953 -4.595  0.000
H: 1.929 6.079 -3.685  0.000
H: 2.378 6.944 -5.045  0.000
H: 1.563 3.810 -7.336  0.000
H: 0.514 5.137 -7.120  0.000
H: 2.547 5.330 -8.814  0.000
H: 2.170 6.845 -7.853  0.000
H: 4.328 4.800 -7.759  0.000
H: 4.384 6.451 -7.169  0.000
H: 3.767 3.789 -5.945  0.000
H: 4.072 5.331 -4.907  0.000
H: 1.779 2.923 -5.512  0.000
H: 0.449 3.679 -4.621  0.000
H: 2.331 4.168 -2.648  0.000
H: 3.336 3.093 -3.624  0.000
H: 0.723 2.314 -2.496  0.002
H: 2.182 2.074 -1.661  0.001
H: 1.856 1.259 -3.210  -0.001
C: -4.243 1.435 0.086  0.000
C: -4.960 0.975 1.309  0.000
C: -4.232 -0.186 1.984  0.009
C: -3.734 -1.293 1.030  -0.025
N: -3.459 -2.661 1.632  0.002
C: -2.402 -2.678 2.723  0.001
C: -1.703 -4.054 2.789  -0.002
C: -1.469 -4.174 1.293  0.005
C: -2.704 -3.611 0.593  0.000
C: -4.641 -3.431 2.163  -0.001
C: -5.897 -3.313 1.251  0.000
C: -7.025 -4.174 1.811  0.000
H: -3.186 1.644 0.254  0.000
H: -4.668 2.324 -0.381  0.000
H: -4.216 0.678 -0.697  0.000
H: -5.988 0.679 1.100  0.000
H: -4.975 1.891 1.901  0.000
H: -4.736 -0.626 2.845  0.000
H: -3.339 0.222 2.458  -0.006
H: -2.802 -0.967 0.569  0.019
H: -4.437 -1.497 0.223  -0.001
H: -2.946 -2.301 3.589  -0.001
H: -1.695 -1.865 2.560  -0.001
H: -2.388 -4.764 3.252  0.000
H: -0.779 -4.070 3.367  0.000
H: -1.295 -5.232 1.097  0.000
H: -0.670 -3.461 1.091  -0.005
H: -3.388 -4.342 0.162  0.000
H: -2.422 -2.985 -0.253  0.000
H: -4.907 -2.911 3.084  0.000
H: -4.415 -4.411 2.583  0.000
H: -5.623 -3.620 0.241  0.000
H: -6.299 -2.320 1.048  0.000
H: -6.794 -5.239 1.799  0.000
H: -7.955 -3.933 1.296  0.000
H: -7.188 -3.986 2.872  0.000

Calculated values
HOMO level (alpha / beta) in hartree: -0.7107 / -0.7107
Total charge: +5
Multiplicity: 2


No. 2
Formula: C55H133N7O4
Source: the Open Molecules 2025 dataset
Level of theory: ωB97M-V/def2-TZVPD

Last column: Mulliken spin population.
Geometry (Å):
C: 0.472 -8.627 -0.069  0.000
C: 0.096 -7.918 1.237  0.000
N: -0.901 -6.873 0.976  0.000
C: -1.522 -6.412 2.230  0.000
C: -0.641 -5.752 3.233  0.000
C: -0.336 -5.715 0.203  0.000
C: -1.403 -4.685 -0.175  0.000
H: 0.996 -9.568 0.097  0.000
H: 1.111 -7.938 -0.622  0.000
H: -0.399 -8.771 -0.709  0.000
H: -0.235 -8.714 1.904  0.000
H: 0.976 -7.503 1.729  0.000
H: -2.389 -5.799 1.980  0.000
H: -1.967 -7.284 2.710  0.000
H: -0.453 -4.723 2.929  0.000
H: -1.116 -5.660 4.210  0.000
H: 0.328 -6.229 3.376  0.000
H: 0.064 -6.064 -0.749  0.000
H: 0.528 -5.315 0.733  0.000
H: -2.241 -5.212 -0.630  0.000
H: -0.996 -3.930 -0.847  0.000
H: -1.722 -4.092 0.682  0.000
C: 0.095 5.302 -1.934  0.000
C: -1.226 5.463 -2.630  0.000
N: -1.373 4.494 -3.754  0.000
C: -2.493 4.934 -4.650  0.000
C: -3.869 4.754 -4.029  0.000
C: -1.541 3.125 -3.291  0.000
C: -1.474 2.102 -4.428  0.000
H: 0.871 5.341 -2.698  0.000
H: 0.170 4.389 -1.343  0.000
H: 0.273 6.184 -1.320  0.000
H: -2.066 5.362 -1.943  0.000
H: -1.157 6.506 -2.940  0.000
H: -2.429 5.976 -4.966  0.000
H: -2.409 4.435 -5.616  0.000
H: -4.673 5.103 -4.678  0.000
H: -4.173 3.715 -3.904  0.000
H: -3.997 5.234 -3.059  0.000
H: -2.479 3.087 -2.737  0.000
H: -0.785 2.885 -2.543  0.000
H: -0.622 2.217 -5.097  0.000
H: -2.362 2.210 -5.052  0.000
H: -1.399 1.097 -4.014  0.000
C: -4.875 4.419 4.315  0.000
C: -3.620 3.546 4.133  0.001
N: -2.889 3.933 2.926  0.002
C: -1.546 3.338 2.884  0.008
C: -0.643 4.021 3.890  -0.001
C: -3.591 3.533 1.672  -0.002
C: -3.087 4.373 0.497  0.000
H: -5.537 4.261 3.463  0.000
H: -4.615 5.465 4.475  0.000
H: -5.387 4.038 5.198  0.000
H: -3.045 3.569 5.059  0.000
H: -3.913 2.504 4.003  0.000
H: -1.497 2.288 3.172  -0.005
H: -0.990 3.421 1.950  0.003
H: -0.744 5.100 3.777  0.000
H: -0.778 3.783 4.945  -0.001
H: 0.416 3.849 3.695  0.000
H: -4.653 3.754 1.773  0.000
H: -3.423 2.473 1.479  0.001
H: -3.391 5.420 0.535  0.000
H: -3.493 3.934 -0.414  0.000
H: -2.007 4.303 0.369  0.000
C: 2.019 -4.341 -6.833  0.000
C: 1.144 -3.187 -7.264  0.000
N: 0.213 -2.944 -6.197  0.000
C: 0.883 -2.086 -5.223  0.000
C: 0.142 -2.084 -3.847  0.000
C: -0.992 -2.291 -6.757  0.000
C: -1.949 -3.269 -7.427  0.000
H: 2.360 -4.908 -7.699  0.000
H: 1.479 -5.055 -6.212  0.000
H: 2.908 -4.046 -6.274  0.000
H: 1.788 -2.330 -7.460  0.000
H: 0.658 -3.393 -8.218  0.000
H: 1.099 -1.085 -5.596  0.000
H: 1.861 -2.502 -4.983  0.000
H: 0.623 -1.489 -3.071  0.000
H: -0.033 -3.102 -3.496  0.000
H: -0.802 -1.591 -4.078  0.000
H: -1.564 -1.861 -5.935  0.000
H: -0.686 -1.493 -7.434  0.000
H: -2.393 -4.072 -6.838  0.000
H: -2.815 -2.670 -7.706  0.000
H: -1.591 -3.644 -8.386  0.000
C: 2.032 -5.327 -2.655  0.000
C: 3.256 -4.460 -2.551  0.000
N: 3.513 -4.190 -1.134  0.000
C: 2.480 -3.261 -0.576  0.002
C: 2.589 -3.331 0.925  0.000
C: 4.871 -3.575 -1.031  0.000
C: 6.030 -4.610 -1.187  0.000
H: 1.985 -5.758 -3.655  0.000
H: 1.110 -4.761 -2.523  0.000
H: 2.106 -6.222 -2.037  0.000
H: 4.094 -5.018 -2.969  0.000
H: 3.127 -3.572 -3.169  0.000
H: 2.531 -2.272 -1.031  0.001
H: 1.486 -3.620 -0.840  0.000
H: 2.477 -4.350 1.295  0.001
H: 3.515 -2.986 1.384  -0.002
H: 1.695 -2.900 1.376  0.002
H: 4.902 -3.086 -0.057  0.000
H: 4.962 -2.701 -1.675  0.000
H: 6.019 -5.139 -2.140  0.000
H: 6.120 -5.271 -0.325  0.000
H: 7.009 -4.132 -1.233  0.000
C: 4.399 6.996 1.083  0.000
C: 3.777 6.176 2.236  0.000
N: 2.278 5.983 2.254  0.000
C: 1.660 5.298 1.130  0.000
C: 2.204 3.887 1.002  0.000
C: 1.547 7.287 2.329  0.000
C: 1.670 7.984 3.713  0.000
H: 5.476 6.925 0.926  0.000
H: 4.197 8.060 1.213  0.000
H: 4.021 6.695 0.107  0.000
H: 4.210 5.177 2.285  0.000
H: 4.138 6.684 3.130  0.000
H: 0.573 5.270 1.214  0.000
H: 1.857 5.876 0.227  0.000
H: 1.631 3.318 0.269  0.000
H: 3.241 3.862 0.667  0.000
H: 2.173 3.375 1.963  0.001
H: 0.489 7.051 2.217  0.000
H: 1.878 7.901 1.492  0.000
H: 2.620 8.516 3.764  0.000
H: 1.697 7.312 4.571  0.000
H: 0.842 8.648 3.958  0.000
C: -0.533 -2.779 5.870  0.036
C: -0.414 -1.402 5.299  0.029
N: 1.008 -1.071 5.097  0.749
C: 1.283 0.353 4.862  -0.007
C: 1.009 1.207 6.031  0.049
C: 1.630 -1.981 4.163  0.004
C: 3.166 -2.026 4.337  0.028
H: -0.428 -3.546 5.102  -0.013
H: -1.535 -2.900 6.281  -0.002
H: 0.125 -3.098 6.678  -0.003
H: -0.989 -1.276 4.381  0.012
H: -0.848 -0.664 5.974  0.015
H: 2.297 0.494 4.488  0.000
H: 0.541 0.671 4.130  0.055
H: 1.670 2.069 5.941  -0.001
H: -0.043 1.462 6.161  0.002
H: 1.372 0.709 6.930  -0.013
H: 1.293 -1.795 3.143  0.044
H: 1.327 -3.007 4.374  0.005
H: 3.634 -2.643 3.570  -0.002
H: 3.324 -2.433 5.335  -0.003
H: 3.621 -1.036 4.318  0.001
C: -5.035 0.718 -0.772  0.000
O: -5.970 1.774 -0.571  0.000
H: -4.093 0.916 -0.261  0.000
H: -5.416 -0.210 -0.347  0.000
H: -4.816 0.618 -1.836  0.000
H: -6.186 1.794 0.364  0.000
C: 2.663 2.487 -2.438  0.000
C: 3.602 1.351 -2.060  0.000
C: 3.396 0.325 -3.162  0.000
O: 2.669 0.988 -4.218  0.000
C: 2.676 2.445 -3.938  0.000
H: 3.006 3.441 -2.037  0.000
H: 1.614 2.322 -2.194  0.000
H: 3.416 1.003 -1.044  0.000
H: 4.547 1.893 -2.093  0.000
H: 2.808 -0.539 -2.853  0.000
H: 4.379 -0.009 -3.495  0.000
H: 1.829 2.989 -4.356  0.000
H: 3.597 2.899 -4.301  0.000
C: -4.572 -1.150 3.188  -0.001
C: -4.320 -2.160 4.256  0.002
C: -3.529 -3.180 3.392  0.000
O: -2.728 -2.404 2.513  0.007
C: -3.307 -1.110 2.327  -0.012
H: -4.872 -0.183 3.592  0.000
H: -5.431 -1.452 2.590  0.000
H: -5.139 -2.659 4.773  0.000
H: -3.668 -1.699 4.998  0.001
H: -4.123 -3.902 2.832  0.000
H: -2.962 -3.828 4.060  0.000
H: -3.562 -0.863 1.296  0.001
H: -2.665 -0.346 2.766  0.006
C: 0.220 -0.717 -0.659  0.015
C: -0.634 0.290 -1.318  -0.001
C: -1.011 1.342 -0.272  -0.001
O: -1.122 0.519 0.821  -0.004
C: -0.095 -0.520 0.854  0.004
H: 1.255 -0.511 -0.934  0.001
H: -0.063 -1.711 -1.005  0.001
H: -1.539 -0.154 -1.733  0.000
H: -0.143 0.723 -2.189  0.000
H: -1.952 1.881 -0.378  0.000
H: -0.202 2.044 -0.070  0.001
H: -0.426 -1.399 1.407  0.001
H: 0.731 -0.113 1.438  -0.018

Calculated values
HOMO level (alpha / beta) in hartree: -0.3636 / -0.3636
Total charge: +1
Multiplicity: 2


Q: What is the formula in the first record?
A: C55H120N6O3


Q: What is the formula in the first record?
A: C55H120N6O3